Entry 1:
{
  "formula": "C44H46ClF13N6OPSSeSn",
  "method": "ωB97M-V with the def2-TZVPD basis set",
  "elements": ["Sn", "F", "C", "F", "F", "F", "Se", "C", "N", "C", "C", "C", "C", "C", "O", "C", "C", "C", "C", "C", "C", "Cl", "C", "C", "C", "N", "C", "N", "C", "N", "H", "H", "H", "H", "H", "H", "H", "H", "H", "H", "H", "H", "H", "H", "H", "H", "H", "H", "H", "H", "H", "H", "F", "C", "F", "F", "C", "C", "C", "C", "C", "C", "P", "C", "C", "C", "C", "C", "C", "C", "F", "F", "F", "C", "C", "C", "C", "C", "C", "C", "F", "F", "F", "H", "H", "H", "H", "H", "H", "H", "H", "H", "H", "H", "H", "C", "N", "C", "C", "S", "N", "C", "C", "H", "H", "H", "H", "H", "H", "H", "H", "H", "H", "H", "H"],
  "xyz": [[-0.428, -0.366, -0.749], [-2.602, -2.958, -0.045], [-3.607, -2.257, 0.448], [-4.373, -1.875, -0.572], [-4.335, -3.041, 1.237], [1.548, 0.046, -1.171], [2.134, -2.064, 2.954], [0.905, -1.374, 1.997], [0.013, -0.911, 1.363], [2.708, 4.341, 4.648], [1.297, 3.844, 4.303], [0.437, 3.964, 5.576], [1.378, 2.359, 3.940], [0.674, 4.744, 3.176], [0.392, 6.027, 3.729], [1.547, 5.012, 1.926], [2.218, 3.850, 1.190], [2.668, 4.194, -0.210], [2.962, 5.487, -0.622], [3.399, 5.742, -1.911], [3.557, 4.693, -2.802], [4.095, 5.006, -4.414], [3.277, 3.394, -2.408], [2.832, 3.155, -1.123], [-0.759, 4.287, 2.761], [-0.878, 3.550, 1.539], [-1.037, 2.240, 1.359], [-1.128, 1.972, 0.068], [-1.002, 3.186, -0.518], [-0.870, 4.152, 0.348], [3.131, 3.709, 5.425], [2.688, 5.358, 5.033], [3.373, 4.303, 3.791], [0.999, 3.597, 6.431], [-0.477, 3.376, 5.506], [0.163, 4.999, 5.765], [1.721, 1.803, 4.811], [2.076, 2.164, 3.135], [0.409, 1.959, 3.658], [1.222, 6.452, 3.971], [2.324, 5.715, 2.234], [0.901, 5.543, 1.221], [1.556, 2.986, 1.117], [3.106, 3.524, 1.740], [2.853, 6.320, 0.054], [3.614, 6.751, -2.224], [3.404, 2.577, -3.101], [2.610, 2.142, -0.826], [-1.322, 5.216, 2.632], [-1.218, 3.705, 3.559], [-1.101, 1.493, 2.123], [-1.028, 3.328, -1.579], [-3.278, -8.041, -3.113], [-2.947, -7.303, -4.188], [-4.100, -6.907, -4.741], [-2.365, -8.140, -5.057], [-2.052, -6.154, -3.811], [-2.515, -4.848, -3.889], [-1.692, -3.819, -3.482], [-0.412, -4.080, -2.999], [0.053, -5.390, -2.951], [-0.767, -6.427, -3.358], [0.498, -2.617, -2.386], [1.119, -1.906, -3.955], [0.809, -0.577, -4.218], [1.198, 0.025, -5.398], [1.889, -0.722, -6.342], [2.215, -2.050, -6.091], [1.829, -2.642, -4.901], [2.284, -0.081, -7.647], [1.568, 1.022, -7.906], [3.575, 0.289, -7.660], [2.112, -0.906, -8.688], [1.937, -3.287, -1.515], [1.677, -4.120, -0.426], [2.699, -4.504, 0.417], [3.982, -4.019, 0.196], [4.251, -3.192, -0.886], [3.225, -2.816, -1.735], [5.078, -4.386, 1.160], [5.770, -5.462, 0.743], [5.975, -3.406, 1.328], [4.602, -4.689, 2.376], [-3.508, -4.651, -4.260], [-2.041, -2.795, -3.540], [1.052, -5.602, -2.597], [-0.415, -7.447, -3.325], [0.271, 0.007, -3.483], [0.958, 1.058, -5.592], [2.756, -2.620, -6.833], [2.080, -3.676, -4.707], [0.667, -4.455, -0.231], [2.505, -5.149, 1.260], [5.253, -2.824, -1.043], [3.421, -2.137, -2.551], [-6.801, -0.103, 2.381], [-5.461, 0.073, 1.859], [-5.405, 0.777, 0.597], [-4.395, -0.497, 2.413], [-2.949, -0.812, 1.394], [-4.255, -0.776, 3.702], [-4.954, -0.073, 4.760], [-3.198, -1.665, 4.151], [-7.463, -0.334, 1.546], [-7.165, 0.806, 2.863], [-6.834, -0.932, 3.082], [-6.094, 1.620, 0.647], [-5.716, 0.137, -0.231], [-4.407, 1.160, 0.398], [-5.389, 0.852, 4.394], [-4.235, 0.177, 5.542], [-5.737, -0.687, 5.207], [-3.092, -2.518, 3.483], [-3.445, -2.041, 5.142], [-2.240, -1.141, 4.199]],
  "lowdin_charge": [1.06, 0.11, -0.85, 0.12, 0.13, -0.53, 0.70, -0.99, -0.18, -0.03, -0.50, -0.04, -0.03, -0.42, -0.02, -0.12, -0.14, -0.22, -0.03, -0.10, -0.68, 0.67, -0.10, -0.04, -0.03, -0.10, -0.18, -0.05, -0.18, 0.14, 0.09, 0.09, 0.08, 0.09, 0.07, 0.09, 0.10, 0.08, 0.06, 0.10, 0.12, 0.11, 0.10, 0.12, 0.11, 0.11, 0.10, 0.09, 0.15, 0.12, 0.10, 0.12, 0.14, -0.59, 0.14, 0.15, -0.11, 0.00, -0.09, -0.35, -0.06, 0.01, 1.00, -0.35, -0.09, 0.01, -0.10, 0.01, -0.05, -0.59, 0.14, 0.15, 0.15, -0.37, -0.10, -0.04, -0.12, 0.02, -0.05, -0.60, 0.15, 0.15, 0.12, 0.12, 0.11, 0.11, 0.13, 0.05, 0.13, 0.13, 0.12, 0.11, 0.12, 0.13, 0.11, -0.01, -0.16, -0.04, -0.47, 1.05, -0.16, -0.01, -0.04, 0.11, 0.11, 0.10, 0.11, 0.10, 0.08, 0.10, 0.11, 0.11, 0.09, 0.11, 0.10],
  "orbital_gap_ha": 0.231,
  "lumo_energy_ev": -3.9016,
  "energy_ev": -196511.3218,
  "homo_energy_ev": -10.1826,
  "charge": 1
}

***

Entry 2:
{
  "formula": "C44H46FeN10O3",
  "method": "ωB97M-V with the def2-TZVPD basis set",
  "elements": ["Fe", "O", "C", "O", "C", "C", "C", "N", "C", "C", "C", "C", "C", "C", "C", "N", "C", "C", "C", "C", "C", "N", "H", "H", "H", "H", "H", "H", "H", "H", "H", "H", "C", "C", "C", "C", "C", "C", "C", "N", "C", "N", "C", "C", "C", "C", "C", "C", "C", "N", "C", "C", "C", "C", "C", "C", "C", "H", "H", "H", "H", "H", "H", "H", "H", "H", "H", "H", "H", "H", "H", "H", "H", "H", "H", "H", "H", "H", "H", "C", "O", "H", "H", "H", "H", "C", "C", "C", "C", "N", "C", "N", "N", "N", "H", "H", "H", "H", "H", "H", "H", "H", "H", "H"],
  "xyz": [[-0.504, -0.787, -0.713], [4.669, -1.691, -4.237], [3.708, -2.037, -4.958], [3.566, -2.186, -6.169], [2.436, -2.176, -4.107], [1.307, -1.435, -4.451], [0.303, -1.276, -3.523], [0.364, -1.862, -2.316], [1.373, -2.695, -2.039], [2.425, -2.886, -2.907], [1.282, -3.260, -0.675], [1.893, -4.444, -0.293], [1.720, -4.894, 1.005], [0.939, -4.154, 1.880], [0.365, -2.983, 1.423], [0.538, -2.538, 0.178], [-0.897, -0.424, -3.720], [-1.316, 0.042, -4.955], [-2.467, 0.812, -5.017], [-3.167, 1.084, -3.853], [-2.684, 0.578, -2.660], [-1.576, -0.153, -2.599], [1.286, -0.949, -5.418], [3.292, -3.471, -2.629], [2.474, -5.007, -1.010], [2.180, -5.819, 1.327], [0.773, -4.476, 2.898], [-0.253, -2.369, 2.066], [-0.763, -0.204, -5.850], [-2.818, 1.187, -5.970], [-4.073, 1.674, -3.864], [-3.196, 0.751, -1.721], [-2.441, 2.626, 5.013], [-2.781, 1.190, 5.297], [-3.499, 0.832, 6.433], [-3.829, -0.488, 6.697], [-3.418, -1.489, 5.829], [-2.680, -1.159, 4.704], [-2.380, 0.172, 4.430], [-1.598, 0.519, 3.289], [-1.701, -0.011, 2.042], [-2.861, -0.631, 1.770], [-3.196, -1.488, 0.692], [-2.325, -1.730, -0.359], [-2.728, -2.661, -1.324], [-3.949, -3.303, -1.249], [-4.814, -3.005, -0.202], [-4.459, -2.102, 0.783], [-5.401, -1.797, 1.919], [-0.725, 0.113, 1.161], [0.384, 0.940, 1.559], [1.578, 0.347, 1.947], [2.679, 1.122, 2.281], [2.580, 2.502, 2.233], [1.381, 3.095, 1.861], [0.265, 2.337, 1.521], [-1.029, 3.018, 1.163], [-2.906, 3.282, 5.746], [-2.788, 2.923, 4.022], [-1.362, 2.805, 5.053], [-3.815, 1.610, 7.116], [-4.398, -0.736, 7.582], [-3.653, -2.524, 6.034], [-2.323, -1.940, 4.042], [-0.818, 1.143, 3.434], [-3.538, -0.592, 2.517], [-2.074, -2.883, -2.160], [-4.237, -4.022, -2.005], [-5.782, -3.488, -0.148], [-6.341, -2.328, 1.783], [-5.638, -0.731, 1.980], [-4.995, -2.104, 2.888], [1.636, -0.732, 1.993], [3.605, 0.647, 2.577], [3.432, 3.120, 2.485], [1.305, 4.175, 1.828], [-0.835, 3.978, 0.688], [-1.629, 3.208, 2.056], [-1.625, 2.420, 0.476], [4.762, -1.365, -0.914], [3.439, -1.012, -0.451], [5.025, -2.381, -0.611], [5.496, -0.676, -0.493], [4.781, -1.335, -2.006], [3.228, -1.593, 0.283], [3.172, 5.187, -2.493], [3.906, 3.853, -2.418], [4.188, 3.442, -0.977], [3.188, 2.735, -3.175], [2.016, 2.209, -2.465], [1.858, 1.018, -1.906], [0.642, 0.970, -1.403], [0.064, 2.163, -1.665], [0.884, 2.912, -2.295], [3.759, 5.965, -2.003], [2.201, 5.136, -2.000], [3.009, 5.493, -3.528], [4.863, 3.957, -2.938], [3.263, 3.381, -0.398], [4.831, 4.177, -0.492], [4.686, 2.471, -0.920], [3.853, 1.881, -3.308], [2.850, 3.062, -4.157], [2.586, 0.224, -1.866]],
  "lowdin_spin": [4.19, 0.00, 0.00, 0.00, 0.01, 0.00, 0.01, 0.06, 0.01, 0.00, 0.01, 0.00, 0.00, 0.00, 0.01, 0.07, 0.01, 0.00, 0.00, 0.00, 0.01, 0.08, 0.00, 0.00, 0.00, 0.00, 0.00, 0.00, 0.00, 0.00, 0.00, 0.00, 0.00, 0.00, 0.00, 0.00, 0.00, 0.00, 0.00, 0.00, 0.01, 0.01, 0.04, 0.21, 0.03, 0.01, 0.00, 0.01, 0.00, 0.09, 0.01, 0.01, 0.00, 0.01, 0.00, 0.01, 0.00, 0.00, 0.00, 0.00, 0.00, 0.00, 0.00, 0.00, 0.00, 0.00, 0.00, 0.00, 0.00, 0.00, 0.00, 0.00, 0.00, 0.00, 0.00, 0.00, 0.00, 0.00, 0.00, 0.00, 0.00, 0.00, 0.00, 0.00, 0.00, 0.00, 0.00, 0.00, 0.00, 0.00, 0.01, 0.04, 0.00, 0.00, 0.00, 0.00, 0.00, 0.00, 0.00, 0.00, 0.00, 0.00, 0.00, 0.00],
  "orbital_gap_ha": [0.261, 0.233],
  "lumo_energy_ev": [-3.0963, -3.8544],
  "energy_ev": -101801.3183,
  "s_squared": 8.758,
  "spin_multiplicity": 6,
  "homo_energy_ev": [-10.2037, -10.1976],
  "charge": 1
}

***

Which formula does entry 1 have? C44H46ClF13N6OPSSeSn